Entry 1:
Below is a structure of composition C3H8INO at a distorted geometry, with properties calculated with ωB97M-V with the def2-TZVPD basis set.

```
! RIJCOSX wB97M-V def2-TZVPD def2/J DEFGRID3
* xyz 0 1
C -0.729 0.783 -1.443
C 0.771 -0.948 1.275
C -1.593 0.963 -0.265
N -0.433 2.490 0.975
O -1.507 1.754 0.755
I -3.177 -0.305 0.002
H -1.204 1.292 -2.267
H -0.785 -0.256 -1.701
H 0.316 1.138 -1.130
H 0.039 -1.450 1.904
H 0.293 -0.822 0.305
H 1.580 -1.646 1.322
H -0.475 3.033 1.785
H 1.097 0.013 1.688
*
```

The gap between HOMO and LUMO (spin up / spin down) is 7.85 / 8.82 eV. The relative energy (zero: lowest compared OMol25 entry of this formula, charge and spin) comes out at 4.557 eV. The calculation puts the LUMO energy (spin up / spin down) at 0.22 / 0.33 eV. Its total energy is -14874.2018 eV.

For reference, the Mulliken charges in units of e are: atom 1 (C): -0.990, atom 2 (C): -0.854, atom 3 (C): 0.301, atom 4 (N): -0.676, atom 5 (O): 0.005, atom 6 (I): 0.077, atom 7 (H): 0.355, atom 8 (H): 0.393, atom 9 (H): 0.320, atom 10 (H): 0.261, atom 11 (H): 0.013, atom 12 (H): 0.355, atom 13 (H): 0.196, atom 14 (H): 0.242

Entry 2:
Below is a structure of composition C3H8INO2S2 at a distorted geometry, with properties calculated with ωB97M-V with the def2-TZVPD basis set.

```
! RIJCOSX wB97M-V def2-TZVPD def2/J DEFGRID3
* xyz 0 1
C 1.161 1.338 1.322
C -0.840 -0.521 -2.279
C 0.577 -0.062 1.167
N -0.790 0.382 -1.202
O -1.558 -1.617 0.107
O -1.964 0.621 1.041
S 1.521 -1.156 0.207
S -1.119 -0.273 0.339
I 0.136 -1.092 3.416
H 2.248 1.295 1.571
H 0.598 1.955 2.163
H 1.202 1.865 0.359
H -1.786 -0.720 -2.777
H -0.032 -0.354 -3.126
H -0.571 -1.514 -1.894
H -1.482 1.062 -1.209
H 2.696 -1.209 0.794
*
```

The gap between HOMO and LUMO is 8.10 eV. The relative energy (zero: lowest compared OMol25 entry of this formula, charge and spin) comes out at 0.930 eV. The calculation puts the LUMO energy at -1.19 eV. Its total energy is -38594.6430 eV.

For reference, the Mulliken charges in units of e are: atom 1 (C): -1.028, atom 2 (C): -0.752, atom 3 (C): -0.006, atom 4 (N): -0.313, atom 5 (O): -0.533, atom 6 (O): -0.592, atom 7 (S): -0.148, atom 8 (S): 1.028, atom 9 (I): 0.052, atom 10 (H): 0.349, atom 11 (H): 0.272, atom 12 (H): 0.370, atom 13 (H): 0.301, atom 14 (H): 0.245, atom 15 (H): 0.294, atom 16 (H): 0.298, atom 17 (H): 0.163

Entry 3:
Below is the ion C3H8N2 with charge -1 at a distorted geometry, with properties calculated with ωB97M-V with the def2-TZVPD basis set.

```
! RIJCOSX wB97M-V def2-TZVPD def2/J DEFGRID3
* xyz -1 2
C 0.690 1.570 -0.262
C -0.078 0.273 -0.208
C -0.252 -0.363 0.952
N -0.699 -1.730 1.061
N -0.585 -0.220 -1.401
H 1.627 1.432 0.285
H 0.150 2.340 0.305
H 0.915 1.946 -1.255
H 0.078 0.114 1.865
H -0.285 -2.250 0.302
H -0.435 -2.080 1.965
H -0.174 0.129 -2.251
H -0.951 -1.161 -1.358
*
```

The gap between HOMO and LUMO (spin up / spin down) is 3.05 / 7.60 eV. The relative energy (zero: lowest compared OMol25 entry of this formula, charge and spin) comes out at 0.362 eV. The calculation puts the LUMO energy (spin up / spin down) at 4.53 / 4.60 eV. Its total energy is -6218.7685 eV.

For reference, the Mulliken charges in units of e are: atom 1 (C): -1.799, atom 2 (C): 0.478, atom 3 (C): -1.181, atom 4 (N): -0.958, atom 5 (N): -1.681, atom 6 (H): 0.315, atom 7 (H): 0.311, atom 8 (H): 0.867, atom 9 (H): 0.374, atom 10 (H): 0.339, atom 11 (H): 0.511, atom 12 (H): 0.622, atom 13 (H): 0.802

Entry 4:
Below is a cluster of 2 separate species, C3H8N2 in total at a distorted geometry, with properties calculated with ωB97M-V with the def2-TZVPD basis set.

```
! RIJCOSX wB97M-V def2-TZVPD def2/J DEFGRID3
* xyz 0 1
C 1.564 0.044 0.363
N 1.378 -1.135 -0.010
C 1.322 -2.215 0.935
H 2.155 0.812 -0.115
H 1.190 0.383 1.347
H 2.271 -2.778 0.997
H 0.448 -2.864 0.745
H 1.068 -1.753 1.903
C -1.922 1.395 -1.279
N -2.441 1.977 -0.251
H -2.556 0.671 -1.789
H -1.015 1.910 -1.603
H -1.661 2.323 0.346
*
```

The gap between HOMO and LUMO is 10.08 eV. The relative energy (zero: lowest compared OMol25 entry of this formula, charge and spin) comes out at 4.101 eV. Its SMILES is C=NC.C=N. The calculation puts the LUMO energy at 0.92 eV. Its total energy is -6217.7459 eV.

For reference, the Mulliken charges in units of e are: atom 1 (C): -0.276, atom 2 (N): -0.359, atom 3 (C): -0.610, atom 4 (H): 0.285, atom 5 (H): 0.225, atom 6 (H): 0.216, atom 7 (H): 0.233, atom 8 (H): 0.287, atom 9 (C): -0.276, atom 10 (N): -0.481, atom 11 (H): 0.266, atom 12 (H): 0.244, atom 13 (H): 0.245

Entry 5:
Below is the molecule C3H8N2 at a distorted geometry, with properties calculated with ωB97M-V with the def2-TZVPD basis set.

```
! RIJCOSX wB97M-V def2-TZVPD def2/J DEFGRID3
* xyz 0 1
H 2.130 0.807 0.139
N 2.057 -0.230 0.045
C 0.850 -0.642 -0.058
N -0.377 -0.022 -0.009
C -1.594 -0.796 0.048
C -0.455 1.468 -0.022
H 0.690 -1.729 -0.232
H -2.456 -0.118 0.324
H -1.529 -1.595 0.849
H -1.843 -1.254 -1.006
H -0.493 1.887 1.144
H -1.537 1.697 -0.640
H 0.474 1.892 -0.627
*
```

The gap between HOMO and LUMO is 9.40 eV. The relative energy (zero: lowest compared OMol25 entry of this formula, charge and spin) comes out at 2.657 eV. Its SMILES is [H]/N=C\N(C)C. The calculation puts the LUMO energy at 0.78 eV. Its total energy is -6219.1893 eV.

For reference, the Mulliken charges in units of e are: atom 1 (H): 0.196, atom 2 (N): -0.681, atom 3 (C): 0.135, atom 4 (N): 0.034, atom 5 (C): -0.947, atom 6 (C): -0.973, atom 7 (H): 0.361, atom 8 (H): 0.357, atom 9 (H): 0.353, atom 10 (H): 0.263, atom 11 (H): 0.225, atom 12 (H): 0.325, atom 13 (H): 0.350

Entry 6:
Below is the molecule C3H8N2 at a distorted geometry, with properties calculated with ωB97M-V with the def2-TZVPD basis set.

```
! RIJCOSX wB97M-V def2-TZVPD def2/J DEFGRID3
* xyz 0 1
C 1.799 -0.586 -0.325
C 0.940 0.490 0.420
C -0.352 1.080 -0.154
N -1.448 0.342 -0.284
N -1.245 -0.999 0.087
H 1.020 -1.227 -0.704
H 2.513 -1.184 0.365
H 2.123 -0.066 -1.152
H 0.475 -0.144 1.307
H 1.636 1.352 0.839
H -0.419 2.309 -0.139
H -2.236 -1.468 0.247
H -0.579 -0.881 0.969
*
```

The gap between HOMO and LUMO is 9.79 eV. The relative energy (zero: lowest compared OMol25 entry of this formula, charge and spin) comes out at 4.104 eV. Its SMILES is CC/C=N\N. The calculation puts the LUMO energy at 1.02 eV. Its total energy is -6217.7426 eV.

For reference, the Mulliken charges in units of e are: atom 1 (C): -0.988, atom 2 (C): -0.453, atom 3 (C): 0.083, atom 4 (N): -0.436, atom 5 (N): -0.356, atom 6 (H): 0.353, atom 7 (H): 0.275, atom 8 (H): 0.353, atom 9 (H): 0.179, atom 10 (H): 0.295, atom 11 (H): 0.251, atom 12 (H): 0.307, atom 13 (H): 0.136